[1]
# C58H51MoN9P3S4Te

C58H51MoN9P3S4Te as an isolated structure in a non-equilibrium geometry (ωB97M-V/def2-TZVPD, OMol25).

```
! wB97M-V def2-TZVPD RIJCOSX def2/J DEFGRID3
* xyz 1 1
Mo 0.519 -0.260 0.321
S 1.791 -1.053 2.107
C 2.403 0.496 2.695
N 3.385 0.425 3.551
N 3.968 1.468 4.069
C 3.508 2.784 4.270
C 2.164 3.068 4.507
C 1.785 4.359 4.820
C 2.726 5.379 4.875
C 4.061 5.097 4.628
C 4.456 3.801 4.348
N 1.926 1.610 2.152
N 1.121 1.508 1.158
C 0.831 2.819 0.662
C 1.755 3.855 0.823
C 1.446 5.126 0.380
C 0.213 5.390 -0.205
C -0.704 4.365 -0.365
C -0.390 3.087 0.060
H 4.894 1.254 4.406
H 1.434 2.270 4.480
H 0.748 4.580 5.035
H 2.422 6.388 5.119
H 4.794 5.891 4.654
H 5.504 3.577 4.184
H 2.710 3.653 1.286
H 2.173 5.919 0.491
H -0.028 6.390 -0.537
H -1.668 4.548 -0.823
H -1.094 2.281 -0.048
C 4.195 -5.925 0.368
C 2.830 -5.398 0.149
N 1.777 -6.111 -0.084
N 0.776 -5.217 -0.218
C 1.181 -3.945 -0.104
S 0.106 -2.659 -0.368
N 2.507 -4.056 0.150
N 3.385 -3.007 0.299
H 4.152 -7.009 0.309
H 4.574 -5.635 1.349
H 4.877 -5.554 -0.399
H -0.166 -5.523 -0.402
H 3.188 -2.469 1.134
H 4.336 -3.348 0.309
Te -3.722 1.869 0.725
C -5.683 1.142 1.220
C -6.201 1.276 2.499
C -7.528 0.922 2.719
N -8.327 0.467 1.763
C -7.824 0.331 0.542
C -6.515 0.660 0.217
C -2.802 -0.029 0.338
P -1.599 -0.520 1.565
C -1.966 0.320 3.136
C -1.189 1.381 3.589
C -1.543 2.055 4.748
C -2.673 1.677 5.454
C -3.461 0.632 4.992
C -3.112 -0.050 3.838
C -1.966 -2.237 2.069
C -1.053 -2.882 2.905
C -1.313 -4.161 3.366
C -2.486 -4.804 2.991
C -3.412 -4.151 2.194
C -3.157 -2.865 1.736
P -1.677 -0.032 -1.064
C -2.263 1.205 -2.290
C -3.612 1.046 -2.625
C -4.198 1.859 -3.576
C -3.441 2.845 -4.199
C -2.109 3.013 -3.867
C -1.513 2.190 -2.918
C -2.080 -1.501 -2.086
C -1.336 -1.726 -3.246
C -1.594 -2.834 -4.035
C -2.597 -3.724 -3.669
C -3.364 -3.479 -2.541
C -3.109 -2.367 -1.749
H -5.594 1.656 3.310
H -7.971 1.018 3.704
H -8.505 -0.044 -0.215
H -6.162 0.560 -0.801
H -0.318 1.687 3.029
H -0.934 2.880 5.097
H -2.940 2.195 6.365
H -4.352 0.343 5.535
H -3.729 -0.864 3.482
H -0.146 -2.371 3.196
H -0.606 -4.656 4.021
H -2.689 -5.809 3.335
H -4.340 -4.641 1.930
H -3.884 -2.332 1.135
H -4.182 0.264 -2.138
H -5.236 1.716 -3.844
H -3.895 3.475 -4.952
H -1.520 3.786 -4.344
H -0.470 2.324 -2.675
H -0.574 -1.011 -3.528
H -1.013 -3.008 -4.932
H -2.786 -4.604 -4.269
H -4.166 -4.157 -2.277
H -3.714 -2.154 -0.878
S 4.205 0.751 -0.548
P 3.158 0.276 -2.128
S 1.104 0.463 -1.923
C 3.472 1.235 -3.654
C 4.786 1.260 -4.119
C 5.072 1.811 -5.356
C 4.051 2.345 -6.132
C 2.749 2.346 -5.659
C 2.454 1.788 -4.423
C 3.519 -1.386 -2.797
C 2.549 -2.130 -3.455
C 2.903 -3.309 -4.098
C 4.224 -3.730 -4.100
C 5.192 -2.990 -3.430
C 4.841 -1.821 -2.776
H 5.576 0.841 -3.509
H 6.090 1.815 -5.721
H 4.275 2.757 -7.107
H 1.955 2.773 -6.258
H 1.432 1.776 -4.069
H 1.520 -1.793 -3.459
H 2.147 -3.885 -4.618
H 4.504 -4.633 -4.627
H 6.224 -3.319 -3.431
H 5.575 -1.242 -2.227
*
```

## Properties
E = -154734.34178 eV
HOMO-LUMO gap (spin up / spin down) = 4.624 / 4.642 eV
highest occupied orbital energy (spin up / spin down) = -9.19 / -9.19 eV
largest force on an atom = 3.27 eV Å⁻¹
LUMO energy (spin up / spin down) = -4.56 / -4.55 eV
energy relative to the best compared isomer or geometry (same formula, charge and spin) = 0.0000 eV

***

[2]
# C58H55Br2MoN3O2P2S

C58H55Br2MoN3O2P2S as an isolated structure in a non-equilibrium geometry (ωB97M-V/def2-TZVPD, OMol25).

```
! wB97M-V def2-TZVPD RIJCOSX def2/J DEFGRID3
* xyz 2 1
Mo -0.420 -0.181 -0.150
N -0.167 -0.283 2.113
C -1.116 -0.103 3.202
C -0.707 -0.474 4.476
C -1.532 -0.269 5.567
C -2.778 0.311 5.381
C -3.194 0.660 4.111
C -2.375 0.465 2.991
C -2.889 0.706 1.630
C -4.069 1.388 1.372
C -4.640 1.383 0.098
C -4.063 0.694 -0.949
C -2.827 0.090 -0.734
C -2.244 0.142 0.523
H 0.339 -1.139 2.300
H 0.506 0.485 2.181
H 0.274 -0.920 4.609
H -1.205 -0.562 6.558
H -3.436 0.472 6.226
H -4.191 1.061 3.988
H -4.581 1.926 2.160
H -5.573 1.912 -0.060
H -4.560 0.626 -1.908
H -2.361 -0.484 -1.543
C -0.613 -1.816 -3.352
N 0.196 -2.939 -2.961
C 0.204 -3.508 -1.627
P -0.627 -2.643 -0.237
C 0.095 -3.509 1.178
C -0.534 -4.621 1.742
C 0.075 -5.306 2.785
C 1.308 -4.893 3.268
C 1.946 -3.798 2.699
C 1.344 -3.112 1.656
C -2.371 -3.123 -0.270
C -2.914 -3.742 -1.395
C -4.263 -4.074 -1.421
C -5.066 -3.800 -0.325
C -4.521 -3.200 0.806
C -3.182 -2.857 0.833
C 0.512 -3.905 -3.972
C -0.418 -4.293 -4.931
C -0.074 -5.235 -5.891
C 1.187 -5.812 -5.887
C 2.111 -5.436 -4.922
C 1.781 -4.481 -3.973
P 0.018 -0.191 -2.718
C -0.686 0.956 -3.947
C -2.048 1.249 -3.938
C -2.612 2.013 -4.951
C -1.819 2.495 -5.981
C -0.458 2.221 -5.990
C 0.109 1.455 -4.982
C 1.798 -0.166 -3.041
C 2.571 0.805 -2.398
C 3.906 0.970 -2.725
C 4.490 0.155 -3.686
C 3.731 -0.811 -4.328
C 2.384 -0.964 -4.020
H -1.676 -1.874 -3.059
H -0.612 -1.761 -4.438
H 1.229 -3.615 -1.262
H -0.224 -4.519 -1.617
H -1.496 -4.955 1.377
H -0.418 -6.169 3.218
H 1.778 -5.432 4.082
H 2.920 -3.486 3.057
H 1.869 -2.287 1.194
H -2.298 -3.990 -2.253
H -4.680 -4.559 -2.296
H -6.117 -4.063 -0.343
H -5.146 -3.004 1.670
H -2.766 -2.391 1.720
H -1.414 -3.860 -4.939
H -0.800 -5.527 -6.640
H 1.450 -6.551 -6.634
H 3.100 -5.878 -4.917
H 2.513 -4.164 -3.237
H -2.683 0.906 -3.136
H -3.672 2.236 -4.929
H -2.260 3.090 -6.772
H 0.169 2.603 -6.785
H 1.171 1.256 -5.009
H 2.134 1.446 -1.644
H 4.490 1.734 -2.226
H 5.537 0.278 -3.940
H 4.180 -1.442 -5.085
H 1.808 -1.709 -4.553
C 0.107 3.576 3.050
C 1.427 3.264 2.402
C 2.665 3.562 3.150
C 3.815 2.961 2.854
C 3.864 1.877 1.882
C 5.016 1.156 1.572
Br 6.694 1.680 2.250
C 4.968 0.029 0.765
C 3.763 -0.423 0.254
Br 3.735 -1.955 -0.835
C 2.592 0.283 0.536
O 1.417 -0.098 0.005
C 2.660 1.446 1.316
N 1.423 2.122 1.510
H 0.025 4.649 3.245
H 0.021 3.052 4.006
H -0.706 3.264 2.391
H 2.601 4.293 3.948
H 4.725 3.209 3.386
H 5.880 -0.507 0.537
C -2.773 4.752 0.929
C -1.505 4.742 0.096
S -1.400 3.237 -0.915
O 1.476 3.503 1.007
C 0.068 3.693 -1.879
C -0.187 4.753 -2.937
H -2.801 5.636 1.566
H -2.830 3.870 1.573
H -3.660 4.765 0.291
H -0.616 4.796 0.727
H -1.497 5.596 -0.581
H 0.394 2.783 -2.370
H 0.847 3.983 -1.177
H -1.019 4.457 -3.586
H 0.704 4.884 -3.556
H -0.423 5.725 -2.498
*
```

## Properties
E = -240943.41273 eV
HOMO-LUMO gap (spin up / spin down) = 6.096 / 6.114 eV
highest occupied orbital energy (spin up / spin down) = -12.61 / -12.61 eV
largest force on an atom = 1.21 eV Å⁻¹
LUMO energy (spin up / spin down) = -6.51 / -6.50 eV